C45H53F10LuN7O2PS2 as an isolated structure, computed with ωB97M-V/def2-TZVPD.

The value obtained for the total energy is -5652.250958 a.u. The frontier orbital gap comes out at 5.15 eV. For the HOMO energy, the calculation gives -1.4 eV. The LUMO energy comes out at 3.76 eV. As for the charge: -2.

XYZ file:
```
121
Properties=species:S:1:pos:R:3:forces:R:3
Lu 0.057 0.740 -0.124 0.7 0.5 -0.3
C 0.683 -3.292 -0.057 0.1 0.0 0.1
N 0.024 -2.456 -1.050 0.2 0.0 -0.1
C -1.089 -3.219 -1.632 -0.3 0.2 -0.1
C -2.331 -2.383 -1.992 0.0 0.1 -0.1
N -3.375 -2.699 -1.052 0.3 -0.4 0.3
C -4.550 -2.158 -1.134 -0.4 0.4 -0.4
C -5.072 -1.212 -2.093 0.3 0.0 -0.1
F -4.263 -0.698 -3.080 -0.1 -0.2 0.2
C -6.366 -0.753 -2.086 -0.7 0.1 0.1
F -6.779 0.135 -3.038 0.2 -0.3 0.3
C -7.282 -1.164 -1.124 0.0 0.2 -0.1
F -8.567 -0.700 -1.131 0.2 -0.1 0.0
C -6.835 -2.057 -0.149 -0.2 0.0 0.0
F -7.704 -2.470 0.813 0.3 0.1 -0.3
C -5.548 -2.520 -0.161 0.1 -0.2 0.3
F -5.173 -3.390 0.816 -0.2 0.2 -0.2
C 1.012 -2.054 -2.046 -0.1 0.2 -0.3
C 0.442 -1.204 -3.174 0.1 0.0 0.3
N -0.014 0.081 -2.681 0.2 -0.2 1.0
C -0.580 0.898 -3.539 -0.4 0.5 -0.5
C -0.908 0.698 -4.925 0.2 -0.1 0.2
F -0.614 -0.471 -5.563 -0.1 0.2 0.1
C -1.511 1.656 -5.707 -0.2 0.5 -0.1
F -1.798 1.381 -7.001 0.1 0.1 0.3
C -1.831 2.914 -5.205 0.1 0.0 0.0
F -2.412 3.859 -5.990 0.0 -0.2 0.1
C -1.515 3.181 -3.875 -0.1 0.2 -0.1
F -1.793 4.394 -3.351 0.1 -0.2 -0.1
C -0.916 2.219 -3.106 0.2 -0.3 0.4
F -0.569 2.536 -1.806 -0.2 0.1 -0.7
H 1.031 -4.244 -0.498 0.0 0.0 0.0
H -0.027 -3.515 0.736 0.1 0.0 0.1
H 1.540 -2.767 0.360 0.0 0.0 0.0
H -1.426 -3.933 -0.880 0.0 0.0 -0.1
H -0.735 -3.789 -2.507 0.1 0.0 0.0
H -2.647 -2.610 -3.024 0.1 0.1 0.0
H -2.061 -1.321 -1.947 0.1 -0.2 -0.2
H 1.483 -2.949 -2.508 0.0 0.1 0.1
H 1.787 -1.475 -1.529 0.1 -0.1 0.0
H -0.365 -1.760 -3.659 0.1 0.0 -0.1
H 1.240 -1.055 -3.920 0.0 -0.2 0.0
O -0.767 2.626 0.876 0.4 -0.3 -0.7
N -1.132 3.165 2.018 -0.3 -0.1 0.5
C -0.431 4.202 2.492 0.4 0.5 0.2
C -0.738 4.841 3.667 0.1 0.0 -0.2
C -1.845 4.394 4.396 -0.1 -0.2 0.0
C -2.575 3.347 3.905 0.3 0.5 0.4
C -2.246 2.704 2.692 -0.4 -0.5 -0.5
S -3.179 1.470 2.066 -0.3 -0.1 0.2
H 0.402 4.496 1.877 0.0 0.0 -0.1
H -0.132 5.670 4.003 0.1 0.0 -0.1
H -2.112 4.872 5.328 -0.1 0.0 0.1
H -3.448 2.972 4.420 0.0 0.0 0.0
S -1.085 -1.864 4.055 0.1 0.5 -0.7
C -2.015 -2.347 2.697 0.1 0.0 0.1
C -1.705 -1.665 1.564 -0.2 -0.3 0.2
C -0.681 -0.678 1.700 0.2 0.2 0.4
C -0.265 -0.653 3.015 -0.6 -1.0 -0.1
C 0.646 0.256 3.635 0.5 0.7 0.4
C 1.030 0.112 4.984 -0.1 0.0 -0.2
C 1.848 1.048 5.568 0.1 0.1 -0.1
C 2.273 2.132 4.806 0.0 -0.1 0.1
C 1.887 2.174 3.476 0.2 0.2 0.2
N 1.121 1.273 2.883 -0.2 -0.4 0.1
H -2.756 -3.117 2.817 -0.2 -0.1 -0.1
H -2.234 -1.882 0.648 -0.1 0.0 -0.2
H 0.669 -0.744 5.535 0.0 0.0 0.1
H 2.162 0.944 6.600 -0.1 0.0 0.0
H 2.898 2.905 5.231 0.0 0.1 -0.1
H 2.222 2.986 2.848 0.1 0.1 -0.1
O 2.299 -0.832 1.184 0.2 0.0 -0.2
H 1.706 -0.978 1.935 0.0 0.0 -0.1
H 2.642 0.071 1.266 -0.2 -0.1 -0.1
C -4.360 1.990 -1.357 -0.6 0.4 -0.1
C -3.186 1.227 -1.076 0.9 -0.7 0.1
N -2.234 0.630 -0.854 -0.3 0.3 0.0
H -5.070 1.848 -0.542 0.0 0.0 0.0
H -4.798 1.667 -2.301 0.0 0.0 0.0
H -4.086 3.044 -1.415 0.0 0.0 0.0
C 2.208 4.741 -1.850 0.0 -0.1 -0.1
C 3.240 4.238 -0.843 -0.2 -0.4 0.1
C 2.558 4.353 0.515 -0.1 -0.2 0.0
C 4.465 5.147 -0.872 0.0 -0.3 0.0
P 3.400 2.304 -1.153 2.0 1.1 -0.7
N 2.206 1.508 -0.667 -1.3 -0.5 0.5
C 5.067 1.752 -0.244 -0.4 0.0 -0.1
C 4.891 2.185 1.214 0.0 0.0 -0.1
C 5.068 0.221 -0.249 -0.1 0.0 -0.1
C 6.417 2.259 -0.750 -0.3 0.0 -0.1
C 3.814 2.172 -3.070 -0.3 -0.2 0.4
C 2.470 2.206 -3.791 -0.1 0.0 0.1
C 4.768 3.181 -3.703 -0.1 0.0 0.3
C 4.371 0.769 -3.300 0.0 0.0 0.1
H 1.800 5.703 -1.532 0.0 0.1 0.1
H 1.389 4.028 -1.898 -0.2 0.0 -0.1
H 2.633 4.885 -2.839 0.0 0.0 -0.1
H 2.071 5.326 0.616 0.0 0.1 0.0
H 3.263 4.251 1.334 0.0 -0.1 0.2
H 1.806 3.561 0.570 -0.1 0.1 0.2
H 4.136 6.186 -0.778 0.0 0.1 0.0
H 5.028 5.064 -1.797 0.1 0.0 -0.1
H 5.133 4.942 -0.037 0.1 0.0 0.1
H 3.861 2.009 1.518 -0.1 0.0 0.2
H 5.137 3.235 1.356 -0.1 0.1 0.0
H 5.544 1.608 1.874 0.1 -0.1 0.0
H 4.042 -0.137 -0.245 0.0 -0.2 0.0
H 5.576 -0.172 0.634 0.0 0.0 0.1
H 5.572 -0.190 -1.118 0.0 0.0 -0.1
H 6.438 3.340 -0.849 0.1 0.1 0.0
H 6.673 1.815 -1.709 0.1 0.0 -0.1
H 7.202 1.975 -0.041 0.0 -0.1 0.1
H 2.064 3.206 -3.888 -0.1 0.1 0.0
H 1.766 1.597 -3.229 -0.2 -0.1 0.0
H 2.562 1.794 -4.798 0.1 -0.1 -0.1
H 4.347 4.183 -3.730 0.0 0.1 0.0
H 4.962 2.879 -4.735 0.0 0.0 -0.1
H 5.722 3.219 -3.184 0.2 0.1 0.0
H 3.778 0.047 -2.743 0.0 -0.2 0.0
H 5.413 0.701 -3.001 0.1 -0.1 0.1
H 4.320 0.515 -4.361 -0.1 0.0 -0.1
```
Positions in Å, forces in eV/Å.

Löwdin atomic charge list, values in e, 4 entries: 1.67 -0.11 -0.21 -0.19


A 15-piece molecular cluster, C45H54Cl14F48O8 overall, computed with ωB97M-V/def2-TZVPD.

The value obtained for the total energy is -13584.840401 a.u. The frontier orbital gap (spin up / spin down) comes out at 8.72 / 2.55 eV. As for the spin multiplicity: 2. For the HOMO energy (spin up / spin down), the calculation gives -11.5 / -11.5 eV. The LUMO energy (spin up / spin down) comes out at -2.78 / -8.95 eV. As for the expectation value of S²: 0.754. As for the charge: +1.

XYZ file:
```
169
Properties=species:S:1:pos:R:3:forces:R:3
C -6.832 2.675 -1.247 0.8 -0.5 -0.6
C -8.295 2.849 -0.847 2.9 0.0 1.4
C -8.755 1.624 -0.047 -1.2 0.9 1.9
F -8.967 0.551 -0.783 -0.2 -0.8 -1.6
F -7.816 1.293 0.828 2.0 -0.3 1.1
F -8.351 4.007 -0.139 -0.4 0.0 1.0
F -9.052 3.011 -1.858 -2.3 0.2 -3.0
O -6.433 3.618 -2.260 0.7 1.1 0.4
C -5.240 4.359 -2.052 -2.4 -0.3 0.0
C -5.364 5.608 -1.123 1.8 -0.2 -0.1
F -6.342 6.434 -1.390 -1.6 0.5 -1.1
F -5.521 5.212 0.131 -0.2 -0.9 1.5
F -4.309 3.530 -1.598 0.9 -0.3 0.7
F -4.826 4.808 -3.228 -0.2 0.1 -0.7
H -6.710 1.691 -1.699 0.0 -0.2 0.0
H -6.185 2.696 -0.370 -0.2 0.2 0.0
H -9.612 1.774 0.609 -0.6 0.6 -0.6
H -4.451 6.202 -1.162 0.5 -0.3 -0.3
C 0.526 -8.076 1.115 -0.9 -0.5 -1.0
C -0.413 -6.855 1.412 1.4 -0.5 -2.2
C -1.026 -6.242 0.074 -1.2 -1.5 0.4
F -1.785 -5.118 0.238 0.9 -0.2 0.5
F -0.070 -6.022 -0.834 0.8 0.6 0.0
F -1.372 -7.268 2.206 -1.1 0.2 0.8
F 0.347 -5.903 2.019 0.0 0.2 0.4
O -0.266 -9.013 0.323 1.3 -0.8 -1.7
C 0.482 -10.130 -0.234 0.1 2.1 1.2
C -0.395 -10.840 -1.297 0.3 1.3 -1.2
F 0.188 -11.932 -1.786 1.1 -0.1 -0.2
F -1.534 -11.235 -0.804 -1.9 -0.7 2.0
F 1.740 -9.736 -0.729 -2.1 -0.3 0.2
F 0.753 -10.929 0.781 0.3 -0.8 0.4
H 0.800 -8.655 1.997 0.2 0.8 0.4
H 1.385 -7.753 0.527 0.0 0.1 0.2
H -1.681 -6.993 -0.365 -0.1 -0.1 0.2
H -0.721 -10.146 -2.072 1.0 0.3 -0.5
C 4.210 2.904 5.004 0.7 -1.4 1.0
C 3.858 3.910 6.100 -1.2 -2.6 0.3
C 2.406 3.689 6.592 -0.9 1.5 -0.9
F 2.007 2.417 6.734 0.5 -0.7 -0.1
F 2.166 4.326 7.738 0.5 0.2 1.1
F 4.727 3.792 7.119 0.4 -0.7 0.3
F 3.957 5.120 5.672 0.0 2.8 -1.1
O 3.362 2.920 3.853 1.1 -0.8 -1.4
C 3.723 1.959 2.863 -2.6 2.0 1.3
C 2.742 2.203 1.676 0.0 2.3 -1.2
F 2.996 1.388 0.629 0.3 -1.7 0.0
F 1.415 2.167 1.937 0.7 -0.8 0.7
F 4.984 2.102 2.439 -0.2 -0.5 0.2
F 3.510 0.713 3.351 0.7 -0.4 -0.1
H 4.108 1.926 5.476 -0.1 -0.1 0.1
H 5.281 2.990 4.821 0.0 0.5 -0.6
H 1.760 4.197 5.876 -0.1 -0.3 -0.5
H 2.917 3.171 1.207 0.2 0.5 0.8
C 7.822 0.217 -2.270 -0.2 0.2 -0.1
C 8.362 1.608 -1.828 0.7 -0.3 0.5
C 7.794 2.089 -0.481 -2.3 0.3 -0.3
F 7.899 1.095 0.414 1.2 -1.0 1.0
F 8.318 3.222 0.004 0.6 -0.3 -0.3
F 9.701 1.452 -1.658 0.2 -0.4 0.1
F 8.258 2.571 -2.754 -0.9 0.0 -0.2
O 6.378 0.168 -2.172 -0.6 -0.6 0.9
C 5.753 -0.887 -2.885 0.8 3.5 0.7
C 4.234 -0.904 -2.675 -0.9 1.3 2.2
F 3.667 0.262 -3.040 0.6 0.5 -0.5
F 3.618 -1.870 -3.311 0.0 -1.5 -1.4
F 6.013 -0.577 -4.127 0.0 -0.8 -2.5
F 6.295 -2.034 -2.562 0.4 -1.7 0.3
H 8.279 -0.548 -1.642 -0.1 0.2 0.2
H 8.171 0.028 -3.285 -0.1 0.2 -0.1
H 6.710 2.200 -0.485 -0.1 0.6 -0.9
H 3.924 -1.013 -1.636 0.7 -0.1 0.5
C -0.268 0.324 -0.277 -0.9 0.1 0.2
C 0.589 -0.930 0.001 -2.0 0.0 -0.7
C -0.243 -2.240 -0.184 -1.5 0.9 0.6
F -0.821 -2.446 -1.374 0.3 0.8 -0.9
F 0.510 -3.300 0.032 1.7 -1.3 0.7
F 1.646 -0.903 -0.807 0.9 0.0 -1.0
F 1.089 -1.002 1.248 0.1 0.2 1.0
O -1.311 0.453 0.714 -0.1 1.3 0.7
C -2.130 1.649 0.645 0.3 -2.8 -0.8
C -3.222 1.481 1.753 1.1 1.1 2.3
F -4.109 2.483 1.834 0.2 0.9 -1.2
F -3.902 0.370 1.673 -0.9 -2.1 -1.6
F -1.387 2.753 0.792 -0.5 -0.3 -0.1
F -2.700 1.611 -0.589 0.2 0.8 0.5
H -0.789 0.152 -1.219 0.3 0.0 -0.3
H 0.342 1.223 -0.373 0.2 -0.1 0.2
H -1.066 -2.215 0.531 0.1 0.0 0.4
H -2.791 1.407 2.752 0.9 0.5 -0.2
C 1.765 4.550 -2.734 0.9 0.1 -0.8
C 0.518 4.286 -1.928 0.1 2.8 -2.0
C -0.470 5.465 -2.015 -1.5 -1.5 -3.0
F -1.509 5.333 -1.208 -1.0 -0.6 1.8
F 0.037 6.644 -1.867 2.0 2.4 1.3
F -0.094 3.196 -2.304 -1.1 -1.9 -0.6
F 0.952 4.121 -0.712 0.7 -0.4 3.1
O 1.525 4.688 -4.157 0.9 -0.3 0.4
C 2.679 4.724 -4.981 -2.2 1.5 1.4
C 2.124 5.175 -6.380 -0.1 -1.6 -0.5
F 1.368 6.282 -6.447 0.2 0.0 1.1
F 3.129 5.350 -7.242 0.9 0.1 -0.1
F 3.533 5.635 -4.469 0.4 -0.4 -0.3
F 3.281 3.520 -5.001 -0.1 0.6 -0.4
H 2.436 3.728 -2.482 0.0 -0.3 -0.4
H 2.240 5.430 -2.302 -0.1 0.3 -0.3
H -0.908 5.514 -3.012 0.2 -0.8 -0.5
H 1.535 4.329 -6.734 -0.2 0.0 0.0
C -4.765 -2.947 -0.750 0.6 0.2 1.0
C -6.088 -2.831 -1.497 0.3 -0.8 -1.0
C -5.982 -1.489 -2.179 -1.8 0.8 0.8
O -4.972 -0.757 -1.505 -1.1 1.2 -0.7
C -4.006 -1.658 -1.136 1.1 -1.0 0.1
H -4.160 -3.842 -0.894 -0.2 -0.1 -0.4
H -4.955 -2.912 0.322 -0.1 0.0 0.1
H -6.989 -2.868 -0.884 0.3 -0.1 0.3
H -6.219 -3.557 -2.299 0.1 -0.4 0.3
H -6.944 -1.036 -1.939 0.1 0.8 -0.4
H -5.925 -1.531 -3.267 0.7 0.0 -0.1
H -3.377 -1.218 -0.363 -0.3 -0.1 0.4
H -3.314 -1.809 -1.965 0.1 -0.4 -0.4
C 4.912 -2.162 2.673 0.4 -1.1 1.9
C 4.525 -3.634 2.610 0.5 -0.9 0.0
C 3.371 -3.575 1.677 -0.1 -1.5 -0.5
O 3.699 -2.599 0.770 -0.8 1.1 -1.3
C 4.598 -1.682 1.311 0.8 0.5 0.7
H 5.974 -2.143 2.916 -0.2 0.7 0.1
H 4.296 -1.682 3.434 0.3 0.3 0.0
H 4.280 -4.190 3.514 0.1 0.5 0.2
H 5.309 -4.200 2.106 0.1 -0.1 0.0
H 2.462 -3.279 2.202 -0.7 0.4 0.1
H 3.116 -4.444 1.071 -0.2 -0.3 0.1
H 4.163 -0.683 1.319 -0.4 0.3 -0.7
H 5.502 -1.649 0.703 0.0 0.0 -0.7
C -2.818 1.517 -3.965 -0.8 0.1 0.1
Cl -3.191 0.541 -5.405 0.2 -0.1 0.1
Cl -2.296 3.153 -4.444 -0.2 -0.5 0.4
H -3.755 1.595 -3.415 0.1 0.2 -0.1
H -2.122 0.968 -3.331 0.4 0.4 -0.4
C -1.988 -1.993 3.657 0.0 0.6 0.2
Cl -3.036 -2.692 2.393 0.6 -0.3 0.3
Cl -2.951 -1.684 5.127 0.4 0.2 -0.4
H -1.120 -2.560 3.992 -0.4 -0.7 -0.5
H -1.591 -1.078 3.217 -0.3 0.2 0.3
C 3.133 -4.779 -1.996 0.3 -1.0 -0.1
Cl 3.680 -6.457 -1.472 -0.3 1.1 0.0
Cl 2.010 -4.945 -3.359 0.3 0.4 0.5
H 2.659 -4.291 -1.144 -0.2 -0.2 -0.3
H 4.036 -4.247 -2.295 -0.3 -0.1 -0.2
C -0.320 4.949 3.054 -0.2 -0.5 0.2
Cl 1.367 5.356 2.680 -0.2 0.1 -0.1
Cl -0.678 5.295 4.762 0.1 0.3 -0.3
H -1.016 5.478 2.403 0.3 0.2 0.2
H -0.468 3.877 2.926 0.2 0.2 0.0
C 0.427 0.186 -5.423 -0.3 -0.2 -1.3
Cl 0.432 1.927 -5.895 0.3 -1.1 0.3
Cl 0.599 -0.106 -3.691 -0.2 0.1 -0.3
H -0.481 -0.244 -5.844 -0.4 0.4 0.8
H 1.170 -0.397 -5.969 0.6 0.6 0.4
C -1.778 2.036 5.755 -0.1 -0.5 -0.4
Cl -0.661 1.626 4.357 -0.4 0.0 0.9
Cl -3.092 3.088 5.153 0.6 -0.5 0.6
H -2.226 1.122 6.146 0.0 -0.1 -0.6
H -1.157 2.397 6.575 -0.2 0.8 -0.5
C -5.972 -0.503 3.752 -0.5 -0.1 -0.5
Cl -5.955 1.279 3.871 0.1 -0.7 0.0
Cl -6.380 -1.238 5.318 0.2 0.0 -0.4
H -6.725 -0.801 3.023 -0.3 0.3 0.3
H -5.051 -0.907 3.333 0.2 0.4 0.7
```
Positions in Å, forces in eV/Å.

Löwdin atomic charge list, values in e, 4 entries: -0.04 -0.51 -0.35 0.13